2 unconnected molecules or ions with the total composition C3H12N3O2. Source: the Open Molecules 2025 dataset; level of theory: wB97M-V/def2-TZVPD.

Properties
E_tot ... -436.06309 a.u.
Multiplicity ... 1
Orbital gap ... 10.2 eV
HOMO ... -13.11 eV
Total charge ... +1
F_max ... 0.0089 hartree/bohr

Each line ends with the natural charge from an NBO analysis.
Atoms and positions in Å:
N -1.202 -1.085 0.781  -0.695
C -0.336 -1.648 -0.319  -0.222
C -0.553 -0.848 -1.595  -0.235
N 0.350 -1.362 -2.593  -0.823
H -1.143 -0.041 0.792  0.471
H -2.165 -1.379 0.649  0.431
H -0.893 -1.369 1.711  0.440
H 0.692 -1.632 0.025  0.225
H -0.644 -2.675 -0.494  0.231
H -1.571 -1.029 -1.942  0.205
H -0.454 0.229 -1.400  0.172
H 0.088 -1.077 -3.527  0.384
H 1.302 -1.072 -2.424  0.364
N 0.980 3.010 1.442  -0.817
C 0.454 1.771 1.487  0.900
O 1.335 0.745 1.600  -0.702
O -0.732 1.523 1.441  -0.668
H 0.366 3.776 1.224  0.429
H 1.945 3.123 1.178  0.406
H 2.181 1.039 1.964  0.505

=====

A molecular structure, C3H12N3S at a distorted geometry. Source: the Open Molecules 2025 dataset; level of theory: wB97M-V/def2-TZVPD.

Properties
E_tot ... -683.58685 a.u.
Multiplicity ... 1
Orbital gap ... 9.9 eV
HOMO ... -12.95 eV
Total charge ... +1
F_max ... 0.0974 hartree/bohr

Each line ends with the natural charge from an NBO analysis.
Atoms and positions in Å:
C -1.606 0.946 -0.481  -0.219
C 1.481 -0.797 -0.761  -0.125
C -0.074 0.249 -0.075  -0.121
N -2.051 1.383 0.799  -0.883
N 1.733 -1.329 0.480  -0.824
N -0.487 -0.679 0.995  -0.777
S 2.573 0.459 -1.503  -0.007
H -2.304 0.179 -0.966  0.203
H -1.523 1.768 -1.292  0.205
H 1.148 -1.540 -1.469  0.239
H 0.563 1.149 0.096  0.214
H -2.998 1.860 0.824  0.408
H -0.876 -0.235 1.771  0.444
H 2.096 -0.740 1.143  0.403
H 2.030 -2.342 0.633  0.440
H -1.216 -1.318 0.629  0.415
H 0.476 -1.363 1.035  0.427
H -1.328 2.123 1.040  0.365
H 2.365 0.226 -2.900  0.193

=====

2 unconnected molecules or ions with the total composition C3H12N3S at a distorted geometry. Source: the Open Molecules 2025 dataset; level of theory: wB97M-V/def2-TZVPD.

Properties
E_tot ... -683.70110 a.u.
Multiplicity ... 1
Orbital gap ... 8.0 eV
HOMO ... -12.11 eV
Total charge ... +1
F_max ... 0.0401 hartree/bohr

Each line ends with the natural charge from an NBO analysis.
Atoms and positions in Å:
N 0.776 -1.128 1.643  -0.693
C 0.793 -1.981 0.631  0.449
N 1.915 -2.536 0.177  -0.720
H 1.665 -0.710 1.834  0.412
H 0.027 -0.492 1.613  0.423
H -0.153 -2.084 0.081  0.242
H 1.922 -2.760 -0.799  0.437
H 2.817 -2.506 0.656  0.433
C -0.879 0.887 -1.172  -0.237
C -1.182 1.659 0.148  -0.498
S -2.989 2.056 0.238  -0.022
N 0.534 0.413 -1.207  -0.877
H -1.570 0.043 -1.207  0.187
H -1.142 1.548 -1.986  0.199
H -0.903 0.995 0.969  0.161
H -0.606 2.595 0.096  0.222
H -2.950 2.547 1.500  0.143
H 0.802 0.174 -2.144  0.373
H 1.123 1.278 -1.073  0.364

=====

2 unconnected molecules or ions with the total composition C3H12N4 at a distorted geometry. Source: the Open Molecules 2025 dataset; level of theory: wB97M-V/def2-TZVPD.

Properties
E_tot ... -340.45290 a.u.
Multiplicity ... 1
Orbital gap ... 9.3 eV
HOMO ... -8.38 eV
Total charge ... 0
SMILES string ... [H]/N=C(/C)NN.CN
F_max ... 0.0718 hartree/bohr

Each line ends with the natural charge from an NBO analysis.
Atoms and positions in Å:
H -1.525 1.879 0.724  0.334
N -0.925 1.718 -0.082  -0.699
C 0.072 0.962 0.137  0.462
C 1.087 0.749 -0.948  -0.690
N 0.577 0.653 1.489  -0.527
N 1.896 0.309 1.850  -0.633
H 1.478 -0.267 -0.905  0.212
H 1.921 1.441 -0.833  0.227
H 0.622 0.920 -1.915  0.248
H 0.099 1.133 2.242  0.374
H 2.112 -0.624 1.508  0.348
H 2.573 0.958 1.450  0.338
C -1.457 -1.527 -1.256  -0.410
N -1.363 -1.397 0.191  -0.882
H -2.267 -2.212 -1.507  0.188
H -0.515 -1.909 -1.646  0.187
H -1.691 -0.571 -1.738  0.174
H -2.234 -1.055 0.585  0.367
H -0.461 -1.161 0.655  0.384

=====

A molecular structure, C3H12N4 at a distorted geometry. Source: the Open Molecules 2025 dataset; level of theory: wB97M-V/def2-TZVPD.

Properties
E_tot ... -340.33716 a.u.
Multiplicity ... 1
Orbital gap ... 9.9 eV
HOMO ... -8.82 eV
Total charge ... 0
F_max ... 0.1044 hartree/bohr

Each line ends with the natural charge from an NBO analysis.
Atoms and positions in Å:
C -1.399 -0.483 -0.109  -0.186
C 1.963 -1.451 0.267  -0.449
C -2.675 0.331 -0.219  -0.633
N 1.820 -0.103 0.781  -0.120
N 0.031 1.071 -0.793  -0.706
N -0.045 0.270 0.386  -0.328
N 2.415 0.766 -0.021  -0.578
H -0.121 2.053 -0.551  0.327
H -0.267 0.793 1.230  0.357
H 1.368 1.143 -0.832  0.348
H 2.541 1.638 0.500  0.327
H -1.497 -1.232 0.678  0.175
H -1.138 -0.979 -1.040  0.216
H 1.891 -1.497 -0.826  0.191
H 2.944 -1.821 0.571  0.213
H 1.179 -2.073 0.694  0.195
H -2.819 0.954 0.665  0.203
H -2.657 0.965 -1.101  0.224
H -3.533 -0.343 -0.280  0.222

=====

A gas-phase ion, C3H12N4 (charge +2) at a distorted geometry. Source: the Open Molecules 2025 dataset; level of theory: wB97M-V/def2-TZVPD.

Properties
E_tot ... -339.80911 a.u.
Multiplicity ... 1
Orbital gap ... 11.9 eV
HOMO ... -19.71 eV
Total charge ... +2
SMILES string ... C/[NH+]=C/N[N@@H+](C)N
F_max ... 0.0275 hartree/bohr

Each line ends with the natural charge from an NBO analysis.
Atoms and positions in Å:
C 2.882 0.267 0.102  -0.435
N 1.456 0.146 -0.064  -0.442
C 0.845 -0.943 -0.361  0.380
N -0.468 -1.161 -0.544  -0.416
N -1.558 -0.224 -0.377  -0.036
C -1.927 -0.071 1.054  -0.448
N -1.193 1.018 -0.939  -0.658
H 3.107 0.674 1.087  0.258
H 3.379 -0.695 -0.006  0.244
H 3.283 0.961 -0.639  0.258
H 0.947 1.029 0.011  0.451
H 1.450 -1.842 -0.491  0.274
H -0.745 -2.110 -0.782  0.462
H -2.372 -0.676 -0.851  0.458
H -2.848 0.507 1.139  0.274
H -2.099 -1.045 1.512  0.274
H -1.134 0.445 1.594  0.252
H -1.721 1.794 -0.548  0.426
H -1.271 1.037 -1.954  0.424

=====

2 unconnected molecules or ions with the total composition C3H12N4O at a distorted geometry. Source: the Open Molecules 2025 dataset; level of theory: wB97M-V/def2-TZVPD.

Properties
E_tot ... -415.61508 a.u.
Multiplicity ... 1
Orbital gap ... 8.8 eV
HOMO ... -8.21 eV
Total charge ... 0
F_max ... 0.0305 hartree/bohr

Each line ends with the natural charge from an NBO analysis.
Atoms and positions in Å:
C 1.213 -1.962 -1.084  -0.234
C 1.185 1.279 0.289  -0.699
C 0.180 0.212 0.628  0.518
O 0.423 -0.834 -1.262  -0.894
N 0.198 -0.514 1.677  -0.758
H 1.089 -0.488 2.161  0.363
H 1.280 -2.252 -0.018  0.137
H 0.809 -2.832 -1.623  0.156
H 2.247 -1.810 -1.439  0.140
H 1.010 2.178 0.889  0.214
H 1.189 1.534 -0.767  0.242
H 2.176 0.897 0.532  0.247
N -1.221 0.253 -0.020  -0.173
N -2.353 -0.102 0.781  -0.623
N -1.535 1.386 -0.826  -0.621
H -1.014 -0.615 -0.714  0.504
H -1.964 -0.619 1.573  0.395
H -2.728 0.766 1.161  0.347
H -0.924 1.314 -1.638  0.391
H -1.259 2.211 -0.298  0.349

=====

2 unconnected molecules or ions with the total composition C3H12N4Si at a distorted geometry. Source: the Open Molecules 2025 dataset; level of theory: wB97M-V/def2-TZVPD.

Properties
E_tot ... -629.96397 a.u.
Multiplicity ... 1
Orbital gap ... 9.8 eV
HOMO ... -9.11 eV
Total charge ... 0
F_max ... 0.0799 hartree/bohr

Each line ends with the natural charge from an NBO analysis.
Atoms and positions in Å:
C -2.519 -0.885 -0.167  -1.128
C -0.861 0.692 1.818  -1.113
C -0.725 1.183 -1.442  -1.116
N 3.812 -0.182 0.010  0.282
N 2.966 -0.560 0.653  -0.124
N 4.693 0.428 -0.475  -0.510
N 0.428 -1.145 -0.080  -1.314
Si -0.813 -0.021 0.046  1.766
H -2.506 -1.583 -1.002  0.233
H -2.511 -1.642 0.641  0.219
H -3.538 -0.496 -0.196  0.247
H -0.222 1.570 1.966  0.231
H -1.860 0.941 1.967  0.230
H -0.365 -0.050 2.398  0.234
H -0.967 2.216 -1.298  0.233
H 0.324 1.090 -1.855  0.230
H -1.575 0.857 -2.068  0.240
H 4.696 0.520 -1.470  0.384
H 0.151 -1.980 0.406  0.381
H 1.392 -0.955 0.148  0.392

=====

2 unconnected molecules or ions with the total composition C3H12NO at a distorted geometry. Source: the Open Molecules 2025 dataset; level of theory: wB97M-V/def2-TZVPD.

Properties
E_tot ... -251.29563 a.u.
Multiplicity ... 2
Orbital gap (spin up / spin down) ... 4.1 / 11.8 eV
HOMO (spin up / spin down) ... -3.16 / -11.11 eV
Total charge ... 0
F_max ... 0.1192 hartree/bohr

Each line ends with the Löwdin spin population.
Atoms and positions in Å:
C -0.686 -1.446 2.105  0.143
N 0.223 -0.259 1.971  0.200
H -0.302 -2.174 2.850  0.029
H -1.740 -1.113 2.516  0.030
H -0.822 -1.985 1.177  0.013
H 1.233 -0.465 1.939  0.138
H 0.134 0.463 2.757  0.180
H 0.058 0.234 1.007  0.032
C -0.107 0.095 -1.652  0.048
O -0.350 0.923 -0.419  0.102
C 0.764 0.833 -2.552  0.019
H 0.313 -0.789 -1.154  0.023
H -1.200 0.094 -1.980  0.006
H -0.679 1.858 -0.298  0.029
H 0.306 1.441 -3.385  0.001
H 1.065 1.738 -1.840  0.005
H 1.792 0.551 -3.043  0.002

=====

2 unconnected molecules or ions with the total composition C3H12NO at a distorted geometry. Source: the Open Molecules 2025 dataset; level of theory: wB97M-V/def2-TZVPD.

Properties
E_tot ... -251.22386 a.u.
Multiplicity ... 1
Orbital gap ... 10.8 eV
HOMO ... -14.00 eV
Total charge ... +1
F_max ... 0.0463 hartree/bohr

Each line ends with the natural charge from an NBO analysis.
Atoms and positions in Å:
C -1.504 -0.733 0.064  -0.435
C 0.922 -0.056 0.103  -0.426
C 0.171 -1.993 1.422  -0.429
N -0.093 -1.161 0.213  -0.347
H -1.600 -0.276 -0.935  0.244
H -1.616 0.057 0.825  0.228
H -2.319 -1.465 0.196  0.259
H 1.923 -0.456 0.337  0.243
H 0.702 0.772 0.798  0.248
H 0.934 0.342 -0.926  0.252
H 1.219 -2.324 1.518  0.248
H -0.473 -2.885 1.344  0.234
H -0.107 -1.436 2.332  0.237
H -0.062 -1.921 -0.502  0.442
O 0.557 4.119 -2.232  -0.957
H 1.318 4.551 -2.682  0.479
H 0.026 4.866 -1.872  0.477

=====

2 unconnected molecules or ions with the total composition C3H12NO. Source: the Open Molecules 2025 dataset; level of theory: wB97M-V/def2-TZVPD.

Properties
E_tot ... -251.22432 a.u.
Multiplicity ... 1
Orbital gap ... 10.2 eV
HOMO ... -13.69 eV
Total charge ... +1
F_max ... 0.0107 hartree/bohr

Each line ends with the natural charge from an NBO analysis.
Atoms and positions in Å:
C 0.655 0.248 0.082  -0.415
N 1.798 -0.226 -0.779  -0.486
C 2.413 0.866 -1.603  -0.416
H 0.226 -0.600 0.602  0.259
H 1.053 1.002 0.745  0.226
H -0.075 0.691 -0.582  0.240
H 1.451 -0.976 -1.382  0.437
H 2.523 -0.646 -0.198  0.433
H 1.689 1.193 -2.341  0.239
H 3.280 0.466 -2.112  0.240
H 2.713 1.662 -0.929  0.236
C -2.541 -0.073 1.707  -0.253
O -2.196 -0.800 0.527  -0.754
H -3.051 -0.702 2.435  0.185
H -1.624 0.308 2.143  0.167
H -3.187 0.779 1.485  0.178
H -3.016 -1.174 0.181  0.482

=====

2 unconnected molecules or ions with the total composition C3H12NO2 at a distorted geometry. Source: the Open Molecules 2025 dataset; level of theory: wB97M-V/def2-TZVPD.

Properties
E_tot ... -326.42773 a.u.
Multiplicity ... 1
Orbital gap ... 10.4 eV
HOMO ... -13.89 eV
Total charge ... +1
F_max ... 0.0961 hartree/bohr

Each line ends with the natural charge from an NBO analysis.
Atoms and positions in Å:
C 1.248 -0.206 0.389  -0.194
C -0.205 -0.363 0.093  -0.464
C -0.854 -1.514 0.959  -0.035
O -2.274 -1.420 0.822  -0.754
N 1.684 1.217 -0.064  -0.719
H 1.442 0.017 1.495  0.217
H 1.921 -0.879 -0.065  0.234
H -0.498 -0.675 -0.961  0.227
H -0.764 0.572 0.385  0.235
H -0.413 -1.399 2.073  0.169
H -0.618 -2.402 0.439  0.183
H -2.886 -1.803 1.423  0.506
H 1.620 1.863 0.785  0.439
H 2.604 1.327 -0.323  0.425
H 0.951 1.480 -0.904  0.500
H -1.174 0.597 -2.278  0.499
H -1.144 2.251 -2.171  0.519
O -0.640 1.338 -2.097  -0.986

=====

3 unconnected molecules or ions with the total composition C3H12NO2 at a distorted geometry. Source: the Open Molecules 2025 dataset; level of theory: wB97M-V/def2-TZVPD.

Properties
E_tot ... -326.47483 a.u.
Multiplicity ... 1
Orbital gap ... 11.0 eV
HOMO ... -14.36 eV
Total charge ... +1
F_max ... 0.0385 hartree/bohr

Each line ends with the natural charge from an NBO analysis.
Atoms and positions in Å:
C 0.004 2.392 -2.543  -0.665
C -0.246 1.350 -1.502  0.136
C -1.077 0.341 -1.576  -0.340
N 0.961 1.079 -0.647  -0.718
H 0.356 3.335 -2.107  0.232
H 0.768 2.037 -3.225  0.238
H -0.893 2.635 -3.110  0.264
H -1.021 -0.604 -1.054  0.224
H -1.961 0.447 -2.201  0.241
H 1.370 1.903 -0.210  0.434
H 1.726 0.654 -1.178  0.434
H 0.693 0.383 0.078  0.483
H 0.405 -1.764 1.467  0.514
H 1.480 -0.893 2.009  0.503
O 0.851 -0.923 1.272  -0.981
H -0.819 -3.458 4.630  0.485
H -1.624 -3.221 3.342  0.473
O -0.733 -3.367 3.675  -0.957